[1]
95
Properties=species:S:1:pos:R:3 method="wB97M-V/def2-TZVPD" e_homo_ev="-5.07 / -5.18" s2=12.021 total_charge=-1 homo_lumo_gap_ev="6.712 / 6.787" multiplicity=7 de_lowest_kj_mol=0.00 lumo_ev="1.642 / 1.608"
O 0.33917 1.65481 0.80334
H -2.62306 1.90900 0.10054
O 2.49380 -0.36328 1.55129
C 1.81976 3.59280 0.54374
H -3.19346 -0.40860 -6.48989
C -0.25621 -3.65556 -3.59437
C -2.84962 0.45799 1.49633
C -3.37296 1.73105 0.87132
O -1.80781 0.21064 2.10912
H 1.91873 1.36993 6.89315
O -1.05434 -4.10964 -1.10457
C -4.78247 -0.18527 0.37658
F -0.40098 -1.35094 0.01160
O -3.72424 -0.54728 1.29470
H -3.00888 1.86024 -4.27270
H 0.13963 -1.48922 4.53150
C 4.70698 -4.12191 0.49842
H -4.43833 -0.53377 -0.59718
C 2.83856 -3.87518 -1.02668
H 1.59432 4.00236 -0.44091
C -3.67749 1.09804 -3.87257
C 0.70365 1.69517 4.41243
H 2.68857 2.93569 0.50533
C 3.67559 -0.32235 0.78629
H 1.79936 -0.42721 -3.79897
C 1.71256 2.78589 -3.26706
O 0.50143 0.94930 3.48901
H -0.12007 5.53849 1.08655
O 3.45120 -4.28373 1.21193
H 4.84030 -3.23332 -1.43455
H 5.37082 -3.31661 0.81292
C 2.46772 -4.03043 0.45353
H 2.20010 -4.55622 -1.58939
C 0.65104 2.81993 1.04835
F 0.38502 -4.68901 -4.21411
C 1.21425 2.15529 6.61925
F -1.42341 -5.38758 1.51033
V -0.94390 -3.40662 0.86279
Mn 0.35491 -0.35949 1.77567
H 0.34546 5.33544 2.82017
C 2.53492 1.61582 -3.77664
O 0.62659 2.44920 -2.66461
H 3.56695 1.78205 -3.46780
O 2.10543 3.99210 -3.31020
H -0.28624 0.61222 5.99579
H 3.63471 -0.78592 -0.19937
H 1.47117 4.16416 5.74036
H -3.23796 -1.13280 -3.63148
O -0.10928 3.64139 1.68783
H 2.14840 5.76258 0.88730
H -4.22234 -1.64657 -5.62971
H -4.92281 1.90546 -0.39905
H 2.61612 4.67845 2.26561
H 4.53013 -0.84484 1.21627
H -3.36176 2.61388 1.51053
O -2.82575 -3.58354 -2.85098
O 1.67384 2.60930 4.44856
F 0.67230 -2.94239 -2.90165
C 4.31908 -4.08604 -0.99947
H 2.86380 3.45397 5.95830
H 0.47192 0.82524 -1.53426
C 1.85727 3.14698 5.67408
H 3.89316 0.73969 0.67307
H -0.32000 0.52806 -3.01271
H 2.53071 1.54434 -4.86428
H 0.84576 2.59882 7.54423
H -5.36349 1.80343 1.30634
H -0.31536 -3.08596 4.75985
C -3.91042 -0.60403 -5.69247
S -1.60055 -4.33628 -2.49381
H 2.47090 0.13227 -2.38456
C 0.04253 1.62801 5.77632
H 2.42529 -2.93747 -1.39815
H -0.84716 2.24663 5.89409
O -5.00126 0.28210 -5.67002
C 0.53349 1.06303 -2.59622
O -0.24851 -2.38502 2.68597
C -4.76139 1.34506 0.52182
C -3.22255 -0.29174 -4.32464
O 1.37392 -4.01306 0.95402
H -2.14381 -0.21011 -4.45795
C 0.44275 4.94510 1.80712
H -1.49393 -2.07772 4.50821
H 5.37922 -4.96906 0.63449
H -5.79408 -0.50694 0.62411
O -1.77251 -5.83500 -2.70233
H 4.61690 -4.95211 -1.59049
F -0.75442 -2.84123 -4.54676
C -0.50324 -2.24910 4.08720
C -4.94768 1.22759 -4.68629
O -2.41941 -3.03668 0.85602
C 1.92320 4.85187 1.44227
H -3.71132 1.24493 -2.79305
C 1.83727 0.48232 -3.19948
O -5.84619 1.98874 -4.45454



[2]
77
Properties=species:S:1:pos:R:3 method="wB97M-V/def2-TZVPD" e_homo_ev=-4.03 total_charge=-1 homo_lumo_gap_ev=6.134 multiplicity=1 de_lowest_kj_mol=99.48 lumo_ev=2.102
S -1.55865 2.20031 -0.36527
C 1.54145 -0.74699 3.61503
H -3.43795 0.65571 2.64813
C 2.79155 -1.34719 3.64203
S -3.07135 -0.30519 -0.04947
H -1.00845 2.50931 -3.00607
C -0.88395 1.73321 -5.01137
H 1.46495 -4.20159 1.48683
H -2.17385 -1.64549 -2.99467
H -0.94955 -2.06749 3.37973
C -0.19815 -1.08809 -3.72627
H -0.84605 -4.82999 -1.66527
C 2.03675 1.57791 -3.18227
C -0.84135 -4.64699 -0.59837
H -2.60935 -1.88729 3.94723
C -2.92785 0.74181 3.60623
H -1.10455 2.76191 -5.29817
H -1.65105 3.32891 1.84143
H -0.19935 -5.37939 -0.12347
H 0.96805 -0.68869 4.53093
H 1.39225 -2.14539 -2.71517
Fe -0.75665 -0.12249 -0.10127
H -3.27165 2.14561 -3.95047
C 0.80325 2.36021 4.04823
H -0.96845 -2.92399 -2.88457
H -3.00975 0.39611 -3.95097
H 0.15585 1.54091 -5.25777
C 0.65495 -3.52009 1.71923
C 1.88825 0.81231 -0.88977
C -2.74535 1.32921 -3.45657
H 3.53305 1.41991 0.34653
H 1.63145 1.65451 -4.17617
C -1.23665 1.56971 -3.52517
H -1.09625 0.08961 4.53943
C 3.28015 2.12931 -2.94447
H 1.57865 1.60221 4.11733
H 1.95055 -1.04599 -3.98557
C -1.85825 -1.48339 3.27003
C 3.13295 1.43621 -0.65887
S -4.44135 2.28821 0.23473
C -1.32405 -2.10199 -3.50437
H 3.61485 -1.05059 0.36583
H -1.56745 3.42641 3.61173
P -0.37425 0.28221 -2.43227
H -3.10265 1.28061 -2.43337
C 3.81785 2.06981 -1.66417
H 1.19335 -2.58749 -4.41857
H 0.09785 2.21201 4.86353
H 3.81455 2.61921 -3.74577
H 1.02065 -2.75829 2.39013
H -3.57645 0.32221 4.37673
C 3.52595 -1.45839 2.46503
H -1.85035 -4.76359 -0.21937
C 3.04005 -0.95859 1.27723
C -3.05145 1.41771 -0.04777
Te -0.04355 -2.61599 -0.13087
H 3.18495 -1.72429 4.57543
H -1.50055 1.08081 -5.62987
C 1.03495 -0.23379 2.43273
C 1.79545 -0.30749 1.23533
H 0.79955 2.55091 1.90503
C 1.31065 0.93901 -2.18747
H 4.77715 2.52701 -1.45897
H -1.67935 -2.51839 -4.44647
H -2.79045 1.79781 3.81933
H -0.15675 -4.06449 2.18803
H -0.49845 4.40741 2.61053
C 0.07755 2.33551 2.70783
H 4.49235 -1.94399 2.48453
C -1.60175 -0.00989 3.57053
H 1.27295 3.33471 4.18293
C 1.17025 -1.75559 -3.71337
H -0.34725 -0.60859 -4.69597
P -0.54105 0.63611 2.17703
N 1.22105 0.17261 0.09283
H -2.23115 -1.59259 2.24873
C -0.98305 3.43451 2.69223



[3]
76
Properties=species:S:1:pos:R:3 method="wB97M-V/def2-TZVPD" e_homo_ev=-3.60 total_charge=-1 homo_lumo_gap_ev=6.207 multiplicity=1 de_lowest_kj_mol=136.65 lumo_ev=2.609
H -2.88970 -2.41287 -2.09768
C -2.11744 2.41082 -2.11444
H -0.49604 4.78161 -5.13811
N 0.08433 2.15748 -3.23021
H -2.28593 2.06622 1.35067
H 0.52484 1.39157 3.48756
H -2.32583 3.55139 0.38752
C 2.63845 1.66023 3.37384
H -1.56520 5.01326 -3.45161
C -2.08662 -1.39537 3.57708
C 1.97958 -2.88489 0.87802
H -0.03718 -0.81747 3.62738
H 3.41551 -0.28537 -3.35467
C 1.31832 0.50640 1.68556
C -2.08713 -0.54422 0.92502
H -2.06483 -1.74304 4.60649
P 2.28858 -0.49458 -0.63420
H 5.22857 3.10946 2.92546
P -1.92944 -0.06370 -0.83363
C 1.54977 -2.17178 -0.39946
H 1.41449 -2.51681 -2.54731
C -4.88535 0.30676 -1.24642
C 3.82249 1.48602 2.65085
C -0.48436 3.04878 -3.69394
H -4.60970 -2.15059 -2.42783
C -0.89996 -0.39287 1.69240
C -0.93637 -0.86467 3.02659
H -4.77605 1.38884 -1.22795
H -4.04046 -2.34784 -0.76784
H 5.09206 -0.81457 -3.15588
C -2.55907 2.48236 0.38076
C -4.51893 -2.08319 3.44292
H -1.61923 1.87471 -2.92392
C 5.13067 2.04288 3.14715
H 5.97635 1.53419 2.68104
H -4.66492 -1.75131 4.47324
C 4.89266 -1.65163 -0.51692
H -2.23262 3.79695 -4.90351
H 2.72692 -3.41754 -1.76552
C -3.22974 -1.06221 1.52434
C 4.06907 -0.95695 -2.79770
H 1.83571 -2.25011 1.75150
Au 1.07354 0.82196 -2.02722
H -3.19040 2.40919 -2.31649
H 3.77861 -1.98147 -3.02985
H 4.60511 -2.68353 -0.72148
H -5.40090 -1.78713 2.87199
H -3.35786 -0.06052 -2.66228
H 2.67270 2.19713 4.31761
H -3.64030 2.37872 0.26916
C -1.80219 1.79387 -0.75052
H 5.93572 -1.53610 -0.82362
H 3.02405 -3.19927 0.84564
C -3.26730 -1.49496 2.84565
N 0.18550 0.12092 1.06045
H -4.13652 -1.14695 0.94322
H 4.40829 0.33339 -1.15717
C 2.52521 0.31243 0.96713
H 4.64789 0.67328 0.87377
H 0.49303 -1.91836 -0.30790
H 1.36471 -3.77849 1.01279
C -3.79328 -1.91628 -1.73831
H 5.22828 1.92628 4.22846
H -5.66251 0.06811 -1.98050
C 3.73518 0.81367 1.44168
H -4.49119 -3.17723 3.45574
C -3.58636 -0.40041 -1.64462
H 4.83507 -1.49231 0.56015
H -0.73232 1.93421 -0.56276
C 1.70693 -3.04908 -1.63974
H -1.77410 3.44671 -2.15716
C 1.42441 1.19429 2.91885
C 4.00967 -0.67602 -1.29468
H -5.26313 -0.00169 -0.27266
B -1.25636 4.25921 -4.35007
H 1.05455 -3.91992 -1.54194



[4]
78
Properties=species:S:1:pos:R:3 method="wB97M-V/def2-TZVPD" e_homo_ev="-13.59 / -13.46" s2=6.130 total_charge=+2 homo_lumo_gap_ev="6.181 / 4.778" multiplicity=5 de_lowest_kj_mol=543.53 lumo_ev="-7.405 / -8.683"
H 2.11345 1.52314 2.72256
C 1.45767 -1.28810 -2.39757
C -0.72401 -3.08471 2.14717
Br -1.23822 -3.57481 3.83565
H 4.35000 -2.79392 -0.89743
H -2.41859 4.25555 0.61929
H 2.72891 -0.57939 4.30324
C -1.28166 -1.92071 1.58602
H -4.11849 -1.30308 5.20467
C 3.55400 -1.37788 0.54273
H -4.11307 3.30688 -0.07181
C 3.27191 -0.13858 3.46299
P 3.09076 0.60685 0.80088
C 2.08080 2.00385 0.09769
H 3.40528 -2.17878 -6.45170
C -0.67060 2.90103 -1.68651
C 0.00127 -2.29785 -0.40596
C -3.88101 2.93554 -1.07523
H -2.25570 1.89459 1.67467
H -4.21000 -2.34871 2.76232
C 0.57396 -2.93812 -3.97868
C 1.46923 -1.88786 -3.67417
O -3.53869 0.78585 2.72237
H 1.36590 -0.04850 2.36304
H 2.36357 2.10024 -0.97073
H 0.36439 -4.91989 1.74824
H 3.78257 -1.21963 -1.67308
C 0.42044 -3.57261 0.07550
H -1.93433 -1.28063 2.18144
C -1.42233 2.38259 1.12780
C 2.29485 3.37301 0.78206
C -4.43880 -1.35723 3.15565
H 1.00772 1.73197 0.17216
H 5.30040 -1.34104 -0.70114
N 1.81678 -3.42824 -5.95623
H -1.19143 2.26422 -3.71629
Cr 2.28275 -0.45417 -0.88418
H 0.43954 2.94027 -3.54366
H -0.49011 2.06728 1.62770
H -0.65925 4.42339 0.91447
C 0.04961 -3.95629 1.35277
H -3.40806 -0.03231 4.26394
H 3.12394 -0.71863 -4.43747
H 0.09833 1.29166 -2.96123
H -0.25456 -3.18651 -3.32437
C -1.02545 -1.59277 0.26921
H -2.74554 -1.61578 4.32684
H 3.89343 -0.92092 3.02143
H 2.09007 3.37076 1.85726
H -3.19347 1.10430 -2.00760
H -1.77338 4.16101 2.26773
C -3.17040 1.59760 -1.02230
C 4.27260 -1.70546 -0.77619
H 0.23175 3.30742 -1.20451
C 2.32187 0.48302 2.44842
C 2.46916 -1.56374 -4.60750
C -0.31516 2.30911 -3.05414
H -4.83301 2.79612 -1.59899
H 2.80802 -2.13634 0.86964
H 3.31833 3.73165 0.64566
C -4.05550 -0.24228 2.16960
H -1.51341 -0.73256 -0.21597
H -3.67845 0.91681 -0.30414
H 1.05918 -4.21265 -0.53596
C 0.82708 -1.56492 -1.23337
H -5.50092 -1.28262 3.40333
H 4.32211 -1.30857 1.32702
N -3.61577 -1.05964 4.35553
O -4.24003 -0.47585 0.95590
H -3.31756 3.69896 -1.62112
H 0.15151 -4.54043 -5.36992
P -1.39037 1.63909 -0.55268
C -1.57321 3.89489 1.21924
C 0.80807 -3.69899 -5.12842
H 3.94893 0.62846 3.85068
C 2.61630 -2.38777 -5.72666
H 1.64310 4.12870 0.33383
H -1.39901 3.71365 -1.80140



[5]
89
Properties=species:S:1:pos:R:3 method="wB97M-V/def2-TZVPD" e_homo_ev=-11.41 total_charge=+1 homo_lumo_gap_ev=6.922 multiplicity=1 lumo_ev=-4.486
H -6.60303 -1.03424 3.24821
H -1.62307 -1.87014 -2.13015
C 0.99458 4.19113 0.07414
O -1.45396 -0.15098 3.06282
H -0.24185 -6.25845 -2.18719
C -3.70597 -1.36731 -1.97729
H -1.88169 1.60059 4.09751
C -7.24662 -1.12876 2.37715
C -0.24594 -4.38759 -3.21256
H -5.96164 0.25720 1.34586
H 4.88482 2.38425 4.95324
C 0.61344 0.55788 2.20614
H 3.53783 -3.74851 -4.62262
C 0.08423 -6.44569 -4.33991
C 2.80746 4.84564 5.63912
H -7.59802 0.87487 1.55620
C -1.15176 -5.71388 -4.84076
H 2.14179 5.02171 6.47965
O 1.22537 6.23934 1.20644
C 0.05928 1.65562 3.10301
C 0.32065 -5.77617 -2.98768
N 3.66604 -1.29679 -2.37413
O -1.04480 -4.38148 -4.29570
H -1.98357 1.70709 2.33290
H -2.57668 -3.15460 -1.40530
H 4.73600 0.87513 -4.04228
O 2.15073 3.98766 4.68287
O 2.75196 2.38801 3.24291
H 1.53955 3.32565 -0.30116
H 0.92849 -6.24494 -5.00263
O -0.12498 -1.74654 2.20091
H -1.17666 -1.34188 0.11749
C 1.69021 4.87964 1.24000
H -8.44175 -0.64887 -0.17427
O -0.06918 -3.41411 -2.53193
N 6.00660 -0.98858 -2.28325
H -3.74678 -1.32467 -3.06326
H 5.02273 3.93606 4.07824
H 2.77860 4.88270 1.13097
H -2.78333 -1.88084 0.67633
H -4.62394 -1.83090 -1.60784
H 1.63424 0.29699 2.46566
H 4.86349 4.75166 6.39120
H -1.19312 -5.65591 -5.92499
C 3.04378 3.14298 4.12836
H 0.00131 3.85602 0.38036
O -6.93020 -2.35175 1.68407
C 4.40857 3.34036 4.75564
C 4.06993 4.09690 6.03833
H 1.37552 -5.72772 -2.72816
C 3.76159 -2.80280 -4.15374
C 0.77959 6.55030 -0.03868
H 1.43621 4.43677 2.19878
H 0.23767 2.66117 2.73701
C 0.86267 5.32826 -0.93535
H -0.04773 -7.52361 -4.28528
Cl 2.52679 1.23541 -1.03344
H 3.87802 -2.00043 -4.87871
C -2.80661 -0.02032 -0.35933
C -2.46074 -2.07515 -1.47293
C 4.91093 -1.61054 -2.64801
N 5.04010 -2.81855 -3.41100
C -7.03458 -2.16541 0.34947
O -6.90627 -3.03933 -0.45780
H -6.78700 -0.34782 -0.78389
O -3.61707 -0.02555 -1.44287
O 0.41761 7.64267 -0.34824
O -2.62544 0.95103 0.32149
C -1.41845 1.29105 3.16288
H 3.02282 5.79990 5.15521
C -7.37651 -0.72229 0.04886
H -8.28519 -1.17900 2.71051
H 0.50333 1.57834 4.09399
H 2.42589 -3.03266 -2.37356
P 3.07528 0.36051 -2.80016
C -2.23001 -1.39706 -0.13024
C -7.01669 -0.02309 1.35741
H -2.07754 -6.16167 -4.47714
H 6.09375 -0.65338 -1.33315
H 6.78554 -0.87692 -2.91243
Cl 5.03856 -4.01958 -2.13712
C -0.32379 -0.59660 2.48237
H -0.03051 5.23661 -1.54632
O 4.36089 1.26402 -3.23493
H 1.74680 5.41931 -1.56871
H 2.02358 -1.78415 -3.61774
H 3.84344 3.38581 6.83382
H 0.54217 0.82556 1.14931
C 2.80226 -2.31465 -3.08304